The following is a quantum chemistry calculation of a molecular structure, C18H38BeCl3N2O14, from OMol25.

Geometry as XYZ:
```
76
C18H38BeCl3N2O14 (wB97M-V/def2-TZVPD)
Cl -4.94 2.16 1.82
Cl -0.62 1.46 3.66
Cl -3.13 0.15 -2.63
O -1.18 -1.17 -0.36
O -3.87 0.58 -3.81
O -2.48 1.33 -2.08
O -1.54 1.47 4.75
O 0.70 1.60 4.23
O -0.75 0.22 2.92
O -2.20 -0.93 -2.96
O -3.67 1.57 1.43
O -4.85 3.57 1.66
O -5.23 1.82 3.20
O -5.88 1.62 0.86
O -0.86 2.54 2.70
O -4.07 -0.29 -1.64
O 1.07 1.04 -1.29
N 1.79 2.19 -0.83
N -1.00 -2.36 0.36
C -2.29 -3.00 0.75
C -0.01 -3.87 -1.47
C -2.01 -4.21 1.68
C 0.29 -4.38 0.85
C 3.87 0.97 -0.25
C 1.99 1.29 1.42
C -3.21 -3.38 -0.40
C 2.97 2.68 -2.92
C 0.17 -3.16 -0.05
C 1.94 3.22 -1.89
C 2.55 4.44 -1.16
C -0.93 -5.15 1.16
C 1.46 -2.25 -0.04
C 2.73 1.88 0.23
C -3.03 -2.00 1.66
C 3.80 4.19 -0.33
C 3.46 3.17 0.74
C 0.60 3.69 -2.41
Be -1.09 1.35 0.41
H 2.83 3.27 -3.82
H 2.13 -2.68 -0.78
H -2.45 -1.90 2.58
H 3.94 2.78 -2.45
H -3.12 -0.98 1.29
H 4.08 5.16 0.10
H 0.75 4.30 -3.30
H 1.81 4.72 -0.40
H -1.29 -5.63 0.24
H -3.99 -2.47 1.88
H -0.87 -3.49 -2.03
H 3.50 0.12 -0.84
H 0.00 -4.95 -1.38
H -4.28 -3.37 -0.19
H 1.38 0.40 1.24
H 0.74 -3.49 -2.18
H -2.93 -4.77 1.49
H 0.03 2.86 -2.83
H 1.03 -5.13 0.55
H 1.80 0.67 -1.80
H 1.89 -2.20 0.96
H 1.21 -1.32 -0.56
H -0.67 -5.85 1.95
H -2.92 -4.34 -0.84
H 4.69 3.88 -0.89
H 1.32 1.98 1.93
H 0.78 -4.07 1.78
H 2.96 1.60 -3.04
H -1.55 -1.54 -1.18
H -3.12 -2.59 -1.15
H 4.41 0.43 0.53
H 4.30 2.93 1.39
H 2.68 5.27 -1.85
H 0.02 4.21 -1.65
H -1.87 -4.02 2.74
H 2.83 3.80 1.38
H 4.62 1.42 -0.90
H 2.78 0.92 2.09
```

Output
HOMO-LUMO gap: 4.88 eV
E_LUMO: -1.55 eV
Calculated total energy: -3265.8445 Ha
Net charge: -1
Energy above the lowest of the compared OMol25 structures with the same formula, charge and spin: 64.1 kcal per mole
Spin multiplicity: 1